(1)
This record from OMol25 describes the ion C5H8NO2 with charge +1. The level of theory is the ωB97M-V functional and the def2-TZVPD basis.

```
! RIJCOSX wB97M-V def2-TZVPD def2/J DEFGRID3
* xyz 1 1
N 1.6566 0.4556 0.0454
C 0.5768 -0.7422 -0.1679
O 1.1816 -1.9578 -0.2089
C -0.3870 -0.5997 1.2524
C -1.4204 0.1764 1.1071
C -1.6811 0.8148 -0.1371
C -1.0622 0.5816 -1.2913
O -0.0854 -0.4951 -1.3364
H 0.9731 1.2262 0.1669
H 2.1756 0.6198 -0.8103
H 2.3775 0.4817 0.9138
H 1.2300 -2.3463 -1.1014
H 0.1666 -1.1327 1.9725
H -2.0308 0.3381 1.9020
H -2.4159 1.5421 -0.0843
H -1.2551 1.0376 -2.2225
*
```

Summary:
LUMO energy = -3.73 eV
Electronic energy = -400.2302 Ha
Gap between HOMO and LUMO = 0.3622 Ha

(2)
This record from OMol25 describes an isolated molecule of C5H8NO2P. The level of theory is the ωB97M-V functional and the def2-TZVPD basis.

```
! RIJCOSX wB97M-V def2-TZVPD def2/J DEFGRID3
* xyz 0 1
C 2.4350 0.2221 0.7961
P 1.6350 -0.0509 -0.9047
N -0.0021 -0.1643 -0.3764
C -0.8301 0.8966 -0.2594
O -0.3901 2.1871 -0.4719
C -2.1036 0.4387 -0.0123
C -2.0645 -0.9572 0.0568
C -0.7619 -1.3358 -0.1684
O 0.0547 -2.4187 -0.3722
H 2.6162 -0.7654 1.2277
H 1.5369 0.8183 1.3479
H 3.3414 0.7583 0.4332
H 1.4492 1.4139 -1.1390
H -0.9968 2.6435 -0.9823
H -3.0194 0.9591 0.2073
H -2.8143 -1.7180 0.1781
H -0.0857 -2.9272 0.4396
*
```

Summary:
LUMO energy = 0.71 eV
Electronic energy = -741.8480 Ha
Gap between HOMO and LUMO = 0.3079 Ha

(3)
This record from OMol25 describes the ion C5H8NO3P with charge -2. The level of theory is the ωB97M-V functional and the def2-TZVPD basis.

```
! RIJCOSX wB97M-V def2-TZVPD def2/J DEFGRID3
* xyz -2 1
O 0.1314 -2.0778 1.2648
N 0.2530 -0.7597 1.2598
C 1.5598 -0.3448 0.7573
C 1.3933 0.9972 0.0672
C 0.3240 0.7837 -0.9986
C -0.7910 -0.0217 -0.3584
P -1.2495 -1.5406 -1.1598
C -1.9512 0.8287 0.1968
O -1.6760 2.0216 0.4488
O -3.0711 0.2869 0.3026
H 1.9792 -1.0944 0.0569
H 2.2551 -0.2593 1.6142
H 2.3412 1.3765 -0.3494
H 1.0071 1.7142 0.7927
H -0.0661 1.7498 -1.3415
H 0.7535 0.2467 -1.8570
H -2.5048 -1.5848 -0.5893
H -0.6880 -2.3222 -0.1068
*
```

Summary:
LUMO energy (spin up / spin down) = 6.80 / 6.80 eV
Electronic energy = -816.9986 Ha
Gap between HOMO and LUMO (spin up / spin down) = 0.2086 / 0.2086 Ha

(4)
This record from OMol25 describes a cluster of 2 separate species, C5H8NO3S2 in total. The level of theory is the ωB97M-V functional and the def2-TZVPD basis.

```
! RIJCOSX wB97M-V def2-TZVPD def2/J DEFGRID3
* xyz -1 1
C 2.2764 0.2008 0.0150
C 0.0602 -1.2299 0.2820
C -1.4983 0.5863 0.3920
C -1.3489 -0.8847 0.7976
C 0.7347 0.1005 0.1945
N -0.1229 1.0739 0.2529
O 2.9211 0.2652 1.0511
O 2.6538 0.1243 -1.1715
O -1.4664 -1.0645 2.1906
S 0.3666 0.2811 -3.0713
S 0.1023 2.7155 0.1237
H 0.5840 -1.9178 0.9503
H 0.0221 -1.6824 -0.7128
H -2.0052 0.7053 -0.5691
H -2.0191 1.1771 1.1470
H -2.1263 -1.5177 0.3636
H -0.7462 -0.5748 2.6106
H 1.4911 0.1563 -2.2716
H 0.1211 1.4855 -2.5744
*
```

Summary:
LUMO energy = 3.21 eV
Electronic energy = -1272.2368 Ha
Gap between HOMO and LUMO = 0.2769 Ha

(5)
This record from OMol25 describes the ion C5H8NO3Si with charge -1. The level of theory is the ωB97M-V functional and the def2-TZVPD basis.

```
! RIJCOSX wB97M-V def2-TZVPD def2/J DEFGRID3
* xyz -1 1
C -1.2289 -0.6744 1.6641
C -1.4392 -1.0669 -2.4723
C -0.3033 0.1396 1.2617
C 1.4882 -0.1712 -0.4084
C 0.1421 -0.1072 -0.9014
N -0.5458 -1.1997 -1.4622
O 1.9115 0.9625 0.1778
O -1.9259 -0.1220 -3.0266
O 2.2982 -1.1064 -0.5664
Si 1.0877 1.6126 1.5529
H -1.4547 -0.6353 2.6657
H -1.5652 -1.3830 0.8927
H -1.7824 -2.0730 -2.9576
H -0.3104 0.9690 -1.0496
H 0.0847 -1.9791 -1.4768
H 0.1484 2.7559 1.4942
H 2.1216 2.7052 1.5619
H 1.2733 1.3734 3.0504
*
```

Summary:
LUMO energy = 3.43 eV
Electronic energy = -765.2368 Ha
Gap between HOMO and LUMO = 0.2751 Ha

(6)
This record from OMol25 describes the ion C5H8NO4 with charge -1. The level of theory is the ωB97M-V functional and the def2-TZVPD basis.

```
! RIJCOSX wB97M-V def2-TZVPD def2/J DEFGRID3
* xyz -1 1
C 0.1371 -1.0879 1.9194
C -0.0876 -0.5185 0.4826
C 0.2993 -1.4067 -0.6755
N 0.4810 0.7958 0.2685
O 1.8808 0.9856 0.1258
C -0.1381 1.7053 -0.7290
O 0.6257 2.6439 -0.9212
C -1.5697 1.5269 -1.3245
O -2.5920 1.7663 -0.5811
O -1.7096 1.0184 -2.4918
H -0.1263 -2.1900 1.9759
H -0.4613 -0.5724 2.7176
H 1.2026 -0.9741 2.1642
H -1.1862 -0.4291 0.4145
H 1.2291 -1.9510 -0.3933
H -0.4535 -2.2508 -0.8610
H 0.4974 -0.8202 -1.6197
H 1.9713 1.7585 -0.4714
*
```

Summary:
LUMO energy = 3.53 eV
Electronic energy = -551.0319 Ha
Gap between HOMO and LUMO = 0.3012 Ha

(7)
This record from OMol25 describes the ion C5H8NO6 with charge -1. The level of theory is the ωB97M-V functional and the def2-TZVPD basis.

```
! RIJCOSX wB97M-V def2-TZVPD def2/J DEFGRID3
* xyz -1 1
C -1.3654 -1.3487 0.6857
C -0.0326 -1.5645 0.5896
C -1.9745 -0.3360 -0.1540
C -0.2431 1.4924 0.3027
C 0.9633 0.6434 -0.0266
N 0.7753 -0.8024 -0.4066
O 2.0778 -1.3018 -0.6747
O -1.5841 -0.2867 -1.5060
O -0.4045 1.8763 1.5269
O -0.9260 2.2159 -0.6459
O 1.3812 1.2784 -1.1819
O 1.7960 0.6797 1.0597
H -1.9603 -1.7772 1.5708
H 0.4337 -2.3283 1.1246
H -2.9517 -0.1613 0.0620
H -0.6563 -0.6724 -1.4142
H 1.1842 1.2366 1.7149
H -1.3067 1.6787 -1.4259
H 2.2377 0.8385 -1.4078
H 2.5560 -1.3603 0.2065
*
```

Summary:
LUMO energy (spin up / spin down) = 3.51 / 3.51 eV
Electronic energy = -701.4017 Ha
Gap between HOMO and LUMO (spin up / spin down) = 0.1879 / 0.1878 Ha

(8)
This record from OMol25 describes a cluster of 2 separate species, C5H8NP in total. The level of theory is the ωB97M-V functional and the def2-TZVPD basis.

```
! RIJCOSX wB97M-V def2-TZVPD def2/J DEFGRID3
* xyz 0 1
C -0.0031 2.4719 1.2195
C 0.1851 1.5139 0.1382
C 0.3373 0.9244 -0.8906
N 0.4783 0.2032 -1.9599
H -0.9096 2.4319 1.7124
H 0.8071 2.4911 1.9224
H 0.0016 3.5266 0.8290
H 0.2698 -0.7094 -1.6792
H 0.2991 0.6071 -2.9181
C 0.0376 -2.6272 -0.0376
C -0.9345 -1.8243 0.6239
P -1.6022 -0.7959 1.5721
H 0.9050 -1.9472 0.1245
H 0.1889 -3.5227 0.4392
H -0.0604 -2.7434 -1.0960
*
```

Summary:
LUMO energy = 0.76 eV
Electronic energy = -591.2634 Ha
Gap between HOMO and LUMO = 0.3233 Ha

(9)
This record from OMol25 describes an isolated molecule of C5H8NP. The level of theory is the ωB97M-V functional and the def2-TZVPD basis.

```
! RIJCOSX wB97M-V def2-TZVPD def2/J DEFGRID3
* xyz 0 3
C -1.7802 0.7410 0.4557
C -0.5581 0.4777 0.9006
C -2.1194 -0.3650 -0.4553
C 0.0930 -0.7064 0.3457
C -1.1290 -1.2203 -0.6023
N 2.3343 0.4057 -1.0148
P 2.1297 -0.5303 0.3325
H -2.3781 1.6090 0.5900
H 0.0621 1.1367 1.4356
H -3.0825 -0.3486 -0.8638
H 0.1630 -1.5161 1.1151
H -0.7336 -2.0737 -1.1011
H 1.8893 1.3698 -1.0628
H 3.2771 0.4837 -1.2798
H 1.8322 0.5367 1.2048
*
```

Summary:
LUMO energy (spin up / spin down) = 1.01 / -1.99 eV
Electronic energy = -591.1999 Ha
Gap between HOMO and LUMO (spin up / spin down) = 0.2183 / 0.2657 Ha
Expectation value of S² = 2.012

(10)
This record from OMol25 describes a structure of composition C5H8NS. The level of theory is the ωB97M-V functional and the def2-TZVPD basis.

```
! RIJCOSX wB97M-V def2-TZVPD def2/J DEFGRID3
* xyz 1 1
C -2.1296 -0.0657 -0.3255
C -0.7173 -0.3570 1.0217
C 0.2947 0.0486 0.0158
C 1.3830 -1.0457 -0.2155
C 0.5066 1.3711 -0.4789
N -0.9602 -0.4676 -0.4179
S -3.5270 0.2547 0.1151
H -0.4573 -1.3948 1.3236
H -1.0773 0.2947 1.7562
H 1.3795 -1.5010 -1.2109
H 1.2888 -1.8279 0.4235
H 2.3765 -0.6229 -0.1262
H 0.4125 1.4131 -1.5576
H 1.4547 1.7955 -0.2079
H -0.2275 2.1048 -0.1154
*
```

Summary:
LUMO energy = -4.77 eV
Electronic energy = -647.8674 Ha
Gap between HOMO and LUMO = 0.3837 Ha

What molecular weight values result from the calculations? In sequence: 114.12, 145.10, 161.10, 194.26, 158.21, 146.12, 178.12, 113.10, 113.10, 114.19 Da.